--- w ---
{"formula": "C8H11N5", "method": "ωB97M-V/def2-TZVPD", "elements": ["C", "C", "C", "C", "C", "C", "C", "C", "H", "H", "H", "H", "H", "H", "H", "H", "H", "H", "H", "N", "N", "N", "N", "N"], "xyz": [[-3.4615, 0.4239, 0.0580], [-2.4329, -1.8928, -0.0269], [-1.1929, 0.2542, -0.0448], [-0.0494, 2.1545, -0.0297], [1.3054, 0.3836, 0.0176], [3.6897, 0.0750, 0.0301], [1.8596, -1.6988, 0.0299], [0.1092, -0.3824, -0.0013], [-3.4898, 1.5382, -0.6040], [-3.4875, 0.9104, 1.1242], [-4.2308, -0.2919, -0.0231], [-2.2351, -2.0349, 1.0822], [-3.4405, -2.1779, -0.3930], [-1.7803, -1.8972, -0.9279], [0.0283, 3.6008, 0.1268], [4.0161, 0.0256, -0.9953], [4.4418, -0.7161, 0.5638], [3.5325, 1.0103, 0.1799], [2.6420, -2.1715, -0.0235], [-2.2788, -0.3999, -0.0898], [-1.1183, 1.7038, -0.0111], [1.2543, 1.7715, 0.0130], [2.3613, -0.4420, -0.0306], [0.5015, -1.7333, 0.0745]], "homo_energy_ha": -0.281, "gap_ha": 0.3060, "spin_multiplicity": 1}


--- x ---
{"formula": "C8H11N5", "method": "ωB97M-V/def2-TZVPD", "elements": ["C", "C", "C", "C", "C", "C", "C", "C", "H", "H", "H", "H", "H", "H", "H", "H", "H", "H", "H", "N", "N", "N", "N", "N"], "xyz": [[-2.6158, -0.3134, 1.2446], [-2.0830, 0.6945, 0.2956], [-1.6792, 0.1101, -1.0387], [-0.1986, -1.8232, -0.7419], [1.6367, -1.4577, 0.0475], [3.7349, -0.4520, 0.3249], [1.9395, 0.9212, -0.2239], [1.0294, -0.1832, -0.2433], [-3.1996, 0.0496, 2.1089], [-3.2979, -1.0492, 0.8070], [-1.8644, -0.7726, 1.8766], [-1.3007, 1.3165, 0.5808], [-2.8749, 1.5740, 0.2705], [-2.4248, -0.5850, -1.3703], [-1.5902, 0.9234, -1.7932], [-1.0950, -2.4269, -1.0572], [4.9025, -0.4260, 0.3597], [0.5832, 2.3883, -0.1880], [2.1865, 3.0481, -0.3324], [-0.2319, -0.4994, -0.9484], [0.7531, -2.5543, -0.2101], [2.9557, -1.5547, 0.3558], [3.2708, 0.8209, 0.2710], [1.4637, 2.2512, -0.3955]], "homo_energy_ha": -0.322, "gap_ha": 0.3442, "spin_multiplicity": 1}


Quick one: most stable of them? x


--- w ---
{"formula": "C7H17NO", "method": "ωB97M-V/def2-TZVPD", "elements": ["C", "C", "N", "C", "C", "C", "O", "H", "H", "H", "H", "H", "H", "H", "H", "H", "H", "H", "C", "C", "H", "H", "H", "H", "H", "H"], "xyz": [[-2.4415, 1.7946, 1.5920], [-1.0905, 1.1122, 1.2555], [-0.3249, 1.5914, 0.0737], [-0.6264, 2.9653, -0.3345], [-0.0019, 0.6663, -0.8787], [0.0132, -0.8707, -0.6106], [0.4839, 1.0087, -1.9496], [-2.7265, 2.4499, 0.7777], [-2.2062, 2.5902, 2.3098], [-2.9441, 1.0275, 2.1452], [-0.3868, 1.0899, 2.1196], [-1.2137, 0.0413, 1.1370], [0.1419, 3.3155, -1.0268], [-1.4746, 2.9929, -1.0272], [-0.6763, 3.5822, 0.5563], [0.6163, -1.2918, -1.4008], [0.4721, -1.1375, 0.3374], [-1.0574, -1.1036, -0.6823], [1.3689, -3.7572, 0.7316], [2.5291, -3.6429, -0.2926], [1.2820, -4.7600, 1.1439], [1.5413, -3.0652, 1.5614], [0.4583, -3.4225, 0.2362], [3.5125, -3.6445, 0.1844], [2.4241, -2.7158, -0.8566], [2.4094, -4.4789, -0.9765]], "homo_energy_ha": -0.334, "gap_ha": 0.3624, "smiles": "CCN(C)C(C)=O.CC", "spin_multiplicity": 1}


--- x ---
{"formula": "C7H17NO", "method": "ωB97M-V/def2-TZVPD", "elements": ["C", "C", "C", "C", "C", "H", "H", "H", "H", "H", "H", "H", "H", "H", "H", "H", "H", "C", "C", "O", "N", "H", "H", "H", "H", "H"], "xyz": [[1.2726, -1.3400, 0.8499], [1.0026, -0.8819, -0.5734], [1.4546, 0.6899, -0.8336], [1.1387, 1.5959, 0.3151], [0.8053, 1.1709, -2.1259], [1.0876, -2.4087, 0.9473], [0.6497, -0.8149, 1.5679], [2.3105, -1.1603, 1.1292], [-0.0280, -1.0828, -0.8560], [1.6252, -1.4444, -1.2724], [2.5380, 0.6184, -0.9633], [1.2321, 2.6435, 0.0497], [1.7344, 1.3815, 1.1974], [0.0008, 1.4592, 0.5802], [-0.2643, 1.3113, -1.9794], [0.9488, 0.4498, -2.9298], [1.2318, 2.1219, -2.4393], [-1.8302, 0.8994, 0.8261], [-2.0711, -0.0811, -0.0521], [-2.1533, -1.4166, 0.1995], [-2.1144, -1.7476, 1.5951], [-1.8515, 0.6818, 1.8796], [-2.0498, 1.9140, 0.5391], [-2.1928, 0.0729, -1.1151], [-3.0379, -2.1245, 1.8079], [-1.4394, -2.5078, 1.6561]], "homo_energy_ha": -0.317, "gap_ha": 0.3525, "smiles": "CCC(C)C.C=CON", "spin_multiplicity": 1}


--- y ---
{"formula": "C7H17NO", "method": "ωB97M-V/def2-TZVPD", "elements": ["C", "C", "N", "C", "C", "C", "O", "H", "H", "H", "H", "H", "H", "H", "H", "H", "H", "H", "C", "C", "H", "H", "H", "H", "H", "H"], "xyz": [[1.4412, 1.7156, -1.4266], [0.7067, 0.3805, -1.1427], [0.5813, -0.1188, 0.1864], [0.0019, 0.8061, 1.1799], [1.3182, -1.1265, 0.7323], [2.4593, -1.7955, 0.0055], [1.0672, -1.5312, 1.8576], [2.0029, 2.0568, -0.5606], [0.7715, 2.4919, -1.7757], [2.1270, 1.5625, -2.2574], [-0.2474, 0.3880, -1.6669], [1.2105, -0.3208, -1.8145], [-0.0387, 1.8300, 0.8247], [-0.8152, 0.2479, 1.6103], [0.6621, 0.9448, 2.0451], [3.2006, -2.0392, 0.7627], [2.1740, -2.7875, -0.3411], [2.8691, -1.2449, -0.8394], [-3.4617, 0.9370, -1.0422], [-3.1919, 0.1527, 0.2171], [-3.1706, 1.9858, -0.9880], [-2.8723, 0.5904, -1.8994], [-4.4638, 0.8090, -1.4565], [-3.1806, -0.9348, 0.1169], [-2.2294, 0.4382, 0.6457], [-3.9606, 0.3234, 0.9762]], "homo_energy_ha": -0.339, "gap_ha": 0.3698, "smiles": "CCN(C)C(C)=O.CC", "spin_multiplicity": 1}


Quick one: most stable of them? y


--- w ---
{"formula": "C7H17NO", "method": "ωB97M-V/def2-TZVPD", "elements": ["C", "C", "C", "N", "H", "H", "H", "H", "H", "H", "H", "H", "H", "C", "C", "C", "C", "O", "H", "H", "H", "H", "H", "H", "H", "H"], "xyz": [[-1.3459, -1.3293, 0.3254], [-1.2703, 0.9097, 1.2485], [-2.5821, -1.1827, -0.5566], [-0.5692, -0.1027, 0.4679], [-0.0122, 0.7485, -0.6083], [-0.6918, -2.0849, -0.1161], [-1.6369, -1.7105, 1.3166], [-0.6451, 1.8100, 1.2494], [-2.2157, 1.1787, 0.7793], [-1.4757, 0.5570, 2.2719], [-3.0178, -2.1628, -0.7357], [-3.3522, -0.5772, -0.0885], [-2.3024, -0.7479, -1.5131], [0.9251, -0.4103, 1.1967], [1.8574, -1.2808, 0.3891], [1.0546, 1.4540, -1.1929], [2.0037, 2.3669, -1.0502], [0.7426, 0.8607, -2.3860], [1.2790, 1.2357, -3.1017], [1.3759, 0.5451, 1.4479], [0.5703, -0.9411, 2.0907], [2.3375, 2.6875, -0.0765], [2.6180, 2.7019, -1.8776], [2.2589, -0.7411, -0.4723], [1.3894, -2.1740, -0.0139], [2.7051, -1.6102, 1.0060]], "homo_energy_ha": -0.297, "gap_ha": 0.3322, "spin_multiplicity": 1}


--- x ---
{"formula": "C7H17NO", "method": "ωB97M-V/def2-TZVPD", "elements": ["C", "C", "N", "O", "H", "H", "H", "H", "H", "C", "C", "C", "C", "C", "H", "H", "H", "H", "H", "H", "H", "H", "H", "H", "H", "H"], "xyz": [[1.9672, -2.1185, -0.4713], [1.0242, -1.5796, -1.5246], [1.5602, -0.6160, -2.3321], [-0.1290, -1.9663, -1.6546], [1.4442, -2.8853, 0.1246], [2.3020, -1.3146, 0.2057], [2.8549, -2.5793, -0.9364], [2.5250, -0.2946, -2.2209], [0.9683, -0.2143, -3.0634], [-0.5595, -0.7356, 2.7251], [-1.2977, -0.2678, 1.4710], [-0.6120, 0.9194, 0.7985], [-1.3361, 1.4004, -0.4570], [-0.6360, 2.5885, -1.1164], [0.4680, -1.0422, 2.4667], [-0.5074, 0.0844, 3.4610], [-1.0762, -1.5925, 3.1892], [-1.3586, -1.1028, 0.7467], [-2.3320, 0.0215, 1.7390], [-0.5510, 1.7558, 1.5210], [0.4224, 0.6315, 0.5288], [-1.3970, 0.5625, -1.1779], [-2.3704, 1.6868, -0.1856], [-0.5845, 3.4356, -0.4119], [0.3909, 2.3090, -1.4062], [-1.1800, 2.9142, -2.0190]], "homo_energy_ha": -0.366, "gap_ha": 0.3945, "smiles": "CC(N)=O.CCCCC", "spin_multiplicity": 1}


Quick one: most stable of them? x


--- w ---
{"formula": "C7H17NO", "method": "ωB97M-V/def2-TZVPD", "elements": ["C", "C", "N", "C", "C", "C", "O", "H", "H", "H", "H", "H", "H", "H", "H", "H", "H", "H", "C", "C", "H", "H", "H", "H", "H", "H"], "xyz": [[-1.5097, 3.3556, -0.4129], [-1.1925, 2.4066, 0.7695], [-1.3409, 0.9513, 0.6199], [-2.3951, 0.5473, -0.2839], [-0.2468, 0.1168, 0.6757], [0.9670, 0.5952, 1.4297], [-0.2172, -0.9750, 0.1439], [-2.0099, 4.1909, 0.0464], [-2.2259, 2.9128, -1.0506], [-0.5750, 3.6484, -0.8738], [-0.2354, 2.6353, 1.1891], [-1.8167, 2.7270, 1.6138], [-3.3882, 0.6617, 0.1809], [-2.5048, 1.0620, -1.2309], [-2.3606, -0.5319, -0.3680], [0.6311, 1.2406, 2.2377], [1.6817, -0.1722, 1.7044], [1.6306, 1.2938, 0.8978], [2.1334, -3.7468, -1.5360], [2.0835, -2.9010, -0.2687], [1.8366, -4.7822, -1.3803], [1.5949, -3.3258, -2.3836], [3.1546, -3.7999, -1.9324], [3.0071, -2.9646, 0.3079], [1.4136, -3.2575, 0.4944], [1.8845, -1.8886, -0.5899]], "homo_energy_ha": -0.339, "gap_ha": 0.3706, "smiles": "CCN(C)C(C)=O.CC", "spin_multiplicity": 1}


--- x ---
{"formula": "C7H17NO", "method": "ωB97M-V/def2-TZVPD", "elements": ["C", "C", "N", "C", "C", "C", "O", "H", "H", "H", "H", "H", "H", "H", "H", "H", "H", "H", "C", "C", "H", "H", "H", "H", "H", "H"], "xyz": [[-2.4275, 1.6079, 0.8438], [-1.7618, 1.8144, -0.5229], [-1.3248, 0.2868, -0.8427], [-1.9127, -0.5162, -2.0386], [0.0910, 0.4382, -0.9559], [0.9234, 0.9252, 0.1977], [0.7799, -0.0136, -1.9255], [-1.6088, 1.1539, 1.6345], [-3.2814, 0.7129, 0.6094], [-3.1057, 2.4276, 1.1398], [-2.3007, 2.2647, -1.1318], [-1.0256, 2.6776, -0.5459], [-2.0645, -0.1000, -3.0517], [-1.4182, -1.4053, -2.0245], [-3.1298, -0.7066, -1.7536], [1.7278, 0.0951, 0.1489], [1.3639, 1.8440, -0.2780], [0.5910, 0.9556, 1.1676], [3.0060, -1.5984, 0.6382], [1.9980, -2.0572, 1.6556], [3.1816, -0.4320, 0.8086], [3.8863, -2.1722, 0.5165], [2.6324, -1.6035, -0.2837], [1.5549, -3.0983, 1.3533], [1.2450, -1.2391, 1.8892], [2.3801, -2.2615, 2.7518]], "homo_energy_ha": -0.347, "gap_ha": 0.3790, "smiles": "CCN(C)C(C)=O.CC", "spin_multiplicity": 1}


Quick one: most stable of them? w


--- w ---
{"formula": "C2HN5O", "method": "ωB97M-V/def2-TZVPD", "elements": ["O", "C", "N", "C", "N", "N", "N", "N", "H"], "xyz": [[1.7805, -1.2733, 0.9524], [1.0851, -0.5155, 0.3553], [0.0897, -1.0962, -0.6288], [-1.0749, -0.5129, -0.5831], [-1.4233, 0.4576, 0.2956], [-0.5787, 1.3886, 0.6231], [0.6040, 1.7007, 0.2199], [1.5030, 0.8197, -0.0547], [-1.9853, -0.9687, -1.1796]], "homo_energy_ha": -0.383, "gap_ha": 0.2885, "smiles": "O=c1ncnnnn1", "spin_multiplicity": 1}


--- x ---
{"formula": "C2HN5O", "method": "ωB97M-V/def2-TZVPD", "elements": ["O", "C", "N", "C", "N", "N", "N", "N", "H"], "xyz": [[0.1647, 2.1999, 0.0739], [0.5745, 1.0316, 0.0048], [0.7736, 0.2921, -1.1006], [-0.0331, -0.6167, -1.3476], [-0.9921, -1.1404, -0.7544], [-1.2055, -1.0643, 0.5738], [-0.0789, -0.8784, 1.3292], [0.8240, 0.0988, 1.3193], [0.1868, -1.2440, -2.1053]], "homo_energy_ha": -0.387, "gap_ha": 0.2868, "smiles": "O=c1ncnnnn1", "spin_multiplicity": 1}


Quick one: most stable of them? w